[1]
The molecule C19H23N3O3. Source: the Open Molecules 2025 dataset; level of theory: the ωB97M-V functional and the def2-TZVPD basis.

Each line ends with the Mulliken charge.
Atoms and positions in Å:
O  1.688  -1.141  2.424  -0.654
O  -5.039  -0.804  -2.818  -0.748
O  -4.651  -2.916  -4.267  -0.455
N  -3.622  -2.386  -3.482  -0.077
N  2.474  -0.566  0.376  0.063
N  0.703  0.612  1.379  0.406
C  1.617  -0.387  1.473  0.199
C  -0.741  0.630  -0.628  0.920
C  3.347  0.392  -0.152  0.255
C  -1.645  -1.349  -1.668  -1.142
C  4.976  0.967  -1.829  -0.563
C  -3.899  -1.244  -2.810  0.553
C  3.489  1.663  0.401  0.166
C  4.109  0.050  -1.268  -0.503
C  -2.772  -0.635  -2.067  0.619
C  -1.314  -1.789  3.581  -1.463
C  -1.779  -1.014  2.354  0.172
C  0.361  1.306  0.153  -0.925
C  -2.873  0.714  -1.738  -0.904
C  -1.866  1.339  -1.031  -0.619
C  -1.563  0.493  2.474  -0.677
C  5.099  2.237  -1.288  -0.501
C  -0.642  -0.717  -0.959  -0.291
C  -0.094  0.919  2.553  -1.277
C  4.356  2.576  -0.171  -0.794
H  0.230  -1.275  -0.652  0.501
H  -2.040  0.988  1.626  0.199
H  -2.715  -2.694  -3.788  0.235
H  -1.559  -2.404  -1.882  0.378
H  -0.231  -1.765  3.658  0.309
H  -0.051  2.004  2.712  0.288
H  -1.957  2.387  -0.783  0.412
H  -3.757  1.254  -2.042  0.421
H  5.776  2.952  -1.728  0.385
H  -5.409  -2.331  -4.044  0.375
H  0.051  2.321  0.419  0.270
H  2.866  -1.501  0.379  0.351
H  2.934  1.926  1.290  0.358
H  -2.051  0.851  3.384  0.555
H  1.241  1.383  -0.489  0.315
H  4.017  -0.941  -1.687  0.397
H  -1.623  -2.829  3.505  0.419
H  0.385  0.423  3.397  0.647
H  -1.253  -1.388  1.474  -0.103
H  5.560  0.689  -2.693  0.381
H  -2.847  -1.189  2.195  0.439
H  -1.745  -1.369  4.488  0.329
H  4.458  3.556  0.270  0.382

Properties
Kohn-Sham gap (hartree): 0.334
Charge: 0
HOMO energy (eV): -8.67
Energy above the lowest of the compared OMol25 structures with the same formula, charge and spin (kJ/mol): 265.7
SMILES: CCCCN(Cc1ccc(C(=O)NO)cc1)C(=O)Nc1ccccc1

[2]
The molecule C19H23N3O4. Source: the Open Molecules 2025 dataset; level of theory: the ωB97M-V functional and the def2-TZVPD basis.

Each line ends with the Mulliken charge.
Atoms and positions in Å:
O  -0.410  -1.845  1.950  -0.386
O  -3.685  4.145  -2.491  -0.624
O  0.733  3.853  -1.604  -0.622
O  0.917  -3.878  3.438  -0.465
N  -0.378  -2.037  -0.915  0.455
N  -1.437  3.695  -2.423  0.252
N  -1.574  -0.133  -2.703  0.151
C  -0.415  4.287  -1.718  0.463
C  -0.204  -0.600  -2.946  -0.735
C  -0.885  5.493  -1.070  -0.643
C  -2.564  4.464  -2.151  0.443
C  0.478  -2.619  4.058  -0.411
C  -1.400  2.390  -3.069  -0.902
C  0.196  -3.059  -0.105  -0.731
C  0.860  -3.905  2.060  0.445
C  0.149  -2.960  1.311  0.986
C  -0.731  -2.042  3.373  -0.533
C  0.826  -4.150  -0.724  -0.514
C  -3.129  6.682  -0.819  -1.247
C  -2.201  5.583  -1.302  0.529
C  1.507  -4.972  1.432  -0.748
C  0.476  -1.083  -1.636  -0.609
C  -1.663  1.252  -2.126  -0.146
C  1.493  -5.098  0.074  -0.648
C  -1.806  -1.613  -0.740  -0.272
C  -2.403  -1.193  -2.074  -1.280
H  -2.447  -2.104  -2.691  0.351
H  -2.754  7.048  0.126  0.366
H  1.417  -1.544  -1.954  0.442
H  2.021  -5.919  -0.408  0.337
H  1.329  -1.923  4.044  0.268
H  -0.392  2.263  -3.517  0.338
H  -4.131  6.270  -0.659  0.330
H  0.801  -4.249  -1.798  0.506
H  -0.953  1.368  -1.264  0.133
H  1.992  -5.735  2.010  0.438
H  -0.141  -1.420  -3.666  0.365
H  0.371  0.242  -3.403  0.280
H  -1.816  -0.761  -0.055  0.256
H  -2.305  -2.449  -0.276  0.469
H  0.740  -0.280  -0.975  0.215
H  -3.171  7.517  -1.474  0.284
H  0.225  -2.802  5.103  0.353
H  -1.643  -2.639  3.479  0.289
H  -2.677  1.382  -1.735  0.332
H  -0.291  6.173  -0.500  0.513
H  -0.961  -1.099  3.822  0.358
H  -3.446  -0.858  -1.907  0.401
H  -2.133  2.386  -3.881  0.170

Properties
Kohn-Sham gap (hartree): 0.257
Charge: 0
HOMO energy (eV): -7.56
Energy above the lowest of the compared OMol25 structures with the same formula, charge and spin (kJ/mol): 448.0
SMILES: CC1=CC(=O)N(CCN2CCN(c3cccc4c3OCCO4)CC2)C1=O

[3]
A structure of composition C19H23N4O5S2. Source: the Open Molecules 2025 dataset; level of theory: the ωB97M-V functional and the def2-TZVPD basis.

Each line ends with the Mulliken charge.
Atoms and positions in Å:
S  0.488  -2.717  1.626  1.288
S  -2.057  -1.829  1.981  1.267
O  0.012  -3.834  0.814  -0.782
O  -2.794  -1.018  2.925  -0.809
O  1.177  -1.659  0.916  -0.640
O  -2.032  -1.291  0.636  -0.689
O  -3.735  -3.676  4.043  -0.456
N  -0.537  2.723  0.204  -0.561
N  -0.653  -2.169  2.595  -0.521
N  -1.363  4.655  -4.596  -0.577
N  5.063  -2.631  -0.295  -0.457
C  1.677  -3.439  2.750  -0.640
C  -1.255  4.254  -3.330  -0.205
C  5.144  -1.462  -2.822  -0.169
C  -1.748  4.306  1.534  -0.222
C  -2.335  3.872  -2.547  0.153
C  -3.934  -3.723  2.868  -0.037
C  -3.729  4.316  -4.430  -0.274
C  -2.585  4.679  -5.124  -0.289
C  -2.109  1.964  1.853  -0.096
C  6.307  -1.640  -2.088  -0.393
C  3.952  -2.460  -1.016  0.045
C  -2.942  -3.394  1.792  -0.604
C  -1.167  1.737  0.851  -0.260
C  -2.395  3.273  2.199  -0.643
C  6.210  -2.223  -0.835  -0.222
C  -0.837  3.975  0.548  -0.473
C  -3.598  3.904  -3.113  -0.506
C  2.963  -2.634  2.854  -0.783
C  3.942  -1.877  -2.276  -0.667
H  3.646  -3.180  3.518  0.384
H  -4.915  -4.075  2.494  0.306
H  -4.696  4.355  -4.914  0.354
H  1.880  -4.408  2.288  0.306
H  7.268  -1.326  -2.473  0.342
H  -4.465  3.610  -2.535  0.393
H  -0.910  0.726  0.564  0.640
H  1.206  -3.607  3.720  0.412
H  3.031  -2.787  -0.546  0.393
H  -0.314  4.754  -0.002  0.391
H  -3.117  3.489  2.978  0.389
H  -2.187  -4.180  1.689  0.327
H  -1.946  5.344  1.772  0.404
H  5.175  -1.002  -3.802  0.359
H  -3.462  -3.292  0.836  0.356
H  3.007  -1.753  -2.805  0.361
H  3.443  -2.547  1.883  0.076
H  7.098  -2.369  -0.227  0.350
H  -2.584  1.123  2.345  0.470
H  -0.251  4.234  -2.919  0.421
H  2.795  -1.653  3.302  0.278
H  -2.181  3.554  -1.527  0.179
H  -2.649  5.006  -6.157  0.329

Properties
Kohn-Sham gap (hartree): 0.327
Charge: -1
HOMO energy (eV): -6.16

[4]
A structure of composition C19H23N5O4. Source: the Open Molecules 2025 dataset; level of theory: the ωB97M-V functional and the def2-TZVPD basis.

Each line ends with the Mulliken charge.
Atoms and positions in Å:
O  -0.778  -0.062  0.211  -0.705
O  -7.111  -0.649  0.163  -0.342
O  -5.220  -1.918  0.850  -0.433
O  1.853  3.325  1.319  -0.740
N  -2.299  1.776  -0.408  -0.058
N  5.342  0.632  1.465  -0.792
N  4.846  -0.015  0.358  0.731
N  2.743  -0.092  -1.065  -0.308
N  1.459  1.770  -0.373  0.232
C  -4.956  -0.676  0.341  0.490
C  -4.031  -2.745  1.392  -1.239
C  -8.383  0.006  -0.182  -0.760
C  -5.920  0.111  0.018  0.657
C  -5.870  1.272  -0.472  -1.364
C  3.525  0.457  0.136  0.470
C  2.193  2.012  0.713  0.200
C  3.491  1.487  0.810  -0.061
C  0.015  2.203  -0.397  -1.526
C  -1.128  1.212  -0.025  0.963
C  -3.773  -0.242  0.530  -0.739
C  5.550  -1.320  -0.223  1.625
C  -3.600  1.088  -0.093  0.168
C  5.654  -1.079  -1.788  -1.658
C  4.564  1.707  1.376  -0.162
C  6.854  -1.417  0.397  -2.090
C  1.664  0.630  -0.936  -0.075
C  4.641  -2.399  -0.122  -1.392
C  -4.642  1.706  -0.691  -0.528
H  -2.179  2.698  -0.572  0.276
H  -0.122  2.479  -1.477  0.357
H  -8.761  0.985  0.356  0.260
H  -4.490  2.778  -0.883  0.233
H  6.332  0.081  -1.912  0.208
H  7.564  -0.651  0.402  0.445
H  0.876  0.227  -1.767  0.204
H  -9.215  -0.656  -0.144  0.288
H  7.267  -2.189  0.046  0.691
H  4.520  -2.645  1.013  0.344
H  4.742  -0.861  -2.427  0.279
H  5.074  -3.515  -0.533  0.283
H  -3.409  -2.690  0.617  0.548
H  -6.650  1.730  -0.726  0.934
H  -0.098  3.164  0.147  0.547
H  6.606  -1.547  1.686  0.264
H  -2.779  -0.559  0.704  0.851
H  -4.593  -3.548  1.641  0.297
H  4.723  2.199  2.506  0.293
H  -8.361  0.343  -1.438  0.251
H  3.628  -2.381  -0.661  0.341
H  -3.538  -2.387  2.121  0.497
H  6.180  -1.836  -1.999  0.740

Properties
Kohn-Sham gap (hartree): 0.317
Charge: 0
HOMO energy (eV): -8.58
Energy above the lowest of the compared OMol25 structures with the same formula, charge and spin (kJ/mol): 1856.3

[5]
A structure of composition C19H23N7O4S3Ti. Source: the Open Molecules 2025 dataset; level of theory: the ωB97M-V functional and the def2-TZVPD basis.

Each line ends with the Mulliken charge.
Atoms and positions in Å:
Ti  0.719  -0.803  -0.015  -0.177
S  1.768  2.795  -1.413  -0.420
S  2.036  -0.112  -2.093  0.286
S  1.190  -3.023  1.442  1.912
O  -0.216  0.812  0.553  -0.368
O  0.172  -3.699  2.166  -0.615
O  1.304  -1.521  1.730  -0.523
O  0.517  -0.345  -1.989  -0.374
N  2.434  4.713  0.240  -0.414
N  2.602  1.233  1.075  -0.238
N  0.927  -2.821  -0.140  0.196
N  2.529  2.637  1.166  -0.439
N  -1.348  -1.621  -0.173  0.769
N  2.615  -0.663  -0.842  -0.164
N  -1.300  2.786  0.336  0.389
C  -0.042  -4.832  -1.221  -0.595
C  2.860  -4.708  2.708  -0.310
C  3.833  -3.352  0.933  -0.476
C  -1.216  -5.462  -1.697  -0.882
C  5.061  -3.942  1.168  -0.766
C  -3.723  -1.550  -0.434  -1.113
C  2.281  3.390  0.066  0.602
C  -1.662  2.579  -1.067  -0.941
C  -2.431  -4.839  -1.640  -0.868
C  -2.544  -3.529  -1.113  0.317
C  -0.138  -3.572  -0.709  -0.550
C  4.099  -5.287  2.930  -0.760
C  5.192  -4.905  2.165  -0.438
C  -2.500  -0.984  -0.056  -0.012
C  2.751  -3.746  1.713  0.247
C  -0.615  1.918  1.019  -0.060
C  -1.695  4.066  0.920  -0.888
C  -1.371  -2.894  -0.670  1.420
C  -3.748  -2.809  -0.979  -0.553
H  4.206  -6.039  3.699  0.436
H  -1.277  1.626  -1.417  0.208
H  6.155  -5.365  2.340  0.427
H  -2.467  0.017  0.351  0.519
H  -0.391  2.169  2.056  0.417
H  -1.448  4.084  1.979  0.320
H  0.910  -5.344  -1.253  0.576
H  5.917  -3.660  0.572  0.442
H  -2.747  2.616  -1.160  0.360
H  2.358  5.301  -0.574  0.237
H  3.716  -2.610  0.155  0.433
H  -4.630  -0.979  -0.300  0.445
H  3.516  0.953  0.719  0.313
H  2.873  5.108  1.057  0.197
H  3.046  3.065  1.924  0.267
H  -2.769  4.198  0.801  0.351
H  -4.682  -3.256  -1.296  0.474
H  2.516  0.866  2.020  0.264
H  -1.145  -6.461  -2.104  0.430
H  1.996  -5.001  3.290  0.506
H  -1.221  3.377  -1.662  0.414
H  -1.173  4.870  0.404  0.324
H  -3.322  -5.340  -1.997  0.446

Properties
Kohn-Sham gap (hartree): 0.258
Charge: +2
HOMO energy (eV): -14.21
Energy above the lowest of the compared OMol25 structures with the same formula, charge and spin (kJ/mol): 0.0

[6]
A cluster of 2 separate species, C19H23NO3S in total. Source: the Open Molecules 2025 dataset; level of theory: the ωB97M-V functional and the def2-TZVPD basis.

Each line ends with the Mulliken charge.
Atoms and positions in Å:
S  0.700  1.661  -0.299  -0.245
O  4.613  4.381  2.738  -0.976
O  3.670  3.178  -0.645  -0.912
O  -1.366  -1.066  -4.146  -0.492
N  -1.645  0.594  -1.818  -0.272
C  -0.684  0.840  0.431  0.491
C  -2.233  -3.314  -3.953  -1.177
C  -2.229  -1.900  -3.381  -0.084
C  -0.358  0.215  -2.345  -0.085
C  0.996  -0.925  -3.980  -0.562
C  2.154  -0.441  -3.377  -0.502
C  0.816  0.671  -1.748  0.650
C  4.799  3.932  1.467  -0.550
C  -2.843  -0.492  1.530  -0.772
C  -0.254  -0.597  -3.475  0.383
C  0.362  -1.413  4.479  -1.210
C  -1.122  -1.621  4.186  -0.343
C  -1.860  -0.308  3.846  -1.127
C  2.078  0.363  -2.249  -0.849
C  -1.821  -0.038  2.362  0.627
C  3.499  3.661  0.627  0.421
C  -1.708  0.379  -0.395  -0.339
C  -2.795  -0.279  0.159  -0.398
C  -0.738  0.635  1.806  -0.776
H  2.921  4.622  0.685  0.187
H  -2.903  -0.447  4.139  0.374
H  -1.202  -2.294  3.328  0.317
H  0.895  -1.169  3.560  0.306
H  0.063  1.005  2.435  0.601
H  -1.238  -3.594  -4.298  0.308
H  -3.674  -1.019  1.987  0.302
H  -1.612  -2.142  5.014  0.356
H  -3.236  -1.489  -3.489  0.332
H  2.945  0.772  -1.734  0.467
H  -2.600  -4.028  -3.214  0.326
H  0.505  -0.576  5.164  0.311
H  -1.409  0.513  4.402  0.489
H  1.068  -1.559  -4.856  0.414
H  -1.992  -1.886  -2.319  0.138
H  5.400  4.624  0.812  0.107
H  3.135  -0.695  -3.758  0.375
H  5.371  2.963  1.394  0.150
H  -3.587  -0.632  -0.490  0.429
H  -1.702  1.605  -1.954  0.384
H  0.833  -2.302  4.898  0.356
H  2.890  2.972  1.286  -0.214
H  -2.903  -3.357  -4.814  0.283

Properties
Kohn-Sham gap (hartree): 0.082
Charge: -2
HOMO energy (eV): 1.86